Density functional theory data (ωB97M-V with the def2-TZVPD basis set) for C17H22N2O3S2 in the gas phase at a distorted geometry.

Positions of all 46 atoms, in Å:
C -2.17533 -0.33669 -1.39815
H -2.43525 0.22107 -0.50140
H -3.05049 -0.89585 -1.71966
H -1.38420 -1.04259 -1.15839
C -1.73449 0.59746 -2.52444
N -0.58601 1.40848 -2.17656
S 0.89075 0.92992 -2.79828
O 0.66894 0.02329 -3.89093
O 1.69631 2.09477 -3.04151
C 1.65358 0.01106 -1.45307
C 1.04282 0.01309 -0.22101
C 1.58858 -0.70974 0.83765
C 2.76670 -1.42038 0.63375
C 3.37725 -1.38973 -0.60713
C 2.84144 -0.67617 -1.67574
C 3.50242 -0.63462 -3.01219
H 3.63948 0.40005 -3.32192
H 2.86246 -1.10537 -3.75681
H 4.46425 -1.14051 -2.98888
H 4.29687 -1.93702 -0.75121
H 3.19118 -1.99055 1.44355
N 0.89775 -0.67940 2.04976
C 1.04638 -1.46682 3.14962
O 1.92366 -2.27988 3.31257
C -0.03870 -1.19158 4.19909
C -1.37174 -0.96669 3.56316
C -1.94335 0.25452 3.36134
S -3.42735 0.15220 2.49650
C -3.27881 -1.55799 2.39491
C -2.15247 -2.01019 2.99625
H -1.87121 -3.04647 3.04327
H -4.03972 -2.12127 1.89338
H -1.58910 1.21398 3.68508
H -0.06571 -2.04817 4.87358
H 0.26630 -0.31213 4.77110
H 0.08808 -0.07035 2.04956
H 0.13161 0.57362 -0.08931
C -0.78542 2.81294 -1.89879
C -1.30231 3.07718 -0.48652
H -0.59400 2.71917 0.25650
H -1.43191 4.14731 -0.34729
H -2.26156 2.59096 -0.32594
H 0.18583 3.28978 -2.03637
H -1.48447 3.24382 -2.62799
H -2.56261 1.25566 -2.80512
H -1.45644 -0.00018 -3.39600

Output
gap between HOMO and LUMO	8.994	eV
total energy	-1792.60950	a.u.
molar mass	366.5	g mol⁻¹
ΔE to the lowest compared entry with this formula, charge and spin	8.5	kcal per mole

Atomic partial charges in e from the natural (NBO) method, atoms 1 to 2: C -0.62; H 0.20


Density functional theory data (ωB97M-V with the def2-TZVPD basis set) for 3 unconnected molecules or ions with the total composition C18H41N8O7S at a distorted geometry.

Positions of all 75 atoms, in Å:
C 6.75286 -1.17726 -0.80256
S 5.83938 -1.17661 -2.30838
O 6.34379 -0.23005 -3.23475
O 5.64320 -2.51761 -2.73893
N 4.21207 -0.67334 -1.88056
O 3.18766 -1.33916 -2.54596
C 2.98416 -0.84678 -3.74938
N 2.57356 -0.31133 -4.66718
C 3.90721 0.31799 -1.00685
N 4.82904 0.99898 -0.33174
C 4.12968 1.83539 0.42975
N 2.82991 1.69593 0.22671
N 2.66306 0.73022 -0.70458
C 1.32711 0.35140 -1.14707
C 0.82585 -0.96397 -0.49775
N 1.78469 -1.47218 0.48958
H 7.34375 -0.27010 -0.79597
H 7.39141 -2.04941 -0.81334
H 6.10208 -1.14762 0.05937
H 4.57890 2.52361 1.11996
H 2.06397 2.20794 0.67448
H 1.37926 0.20782 -2.21898
H 0.64764 1.18141 -1.01030
H 0.59176 -1.68722 -1.26896
H -0.08961 -0.73873 0.03459
H 1.27402 -1.88722 1.25340
H 2.37360 -2.18588 0.08311
C -3.36337 -1.72706 -5.89935
O -4.45281 -1.87143 -5.00921
C -4.97381 -3.19481 -4.93802
C -4.74684 -3.78006 -3.56341
N -3.32939 -4.03523 -3.33492
C -2.99637 -4.40434 -1.96452
C -3.20960 -3.36005 -0.87588
O -2.35077 -2.23210 -0.98075
C -2.82913 -1.18370 -1.80628
H -3.11597 -0.66783 -5.94213
H -2.48058 -2.28089 -5.55879
H -3.62583 -2.06411 -6.90575
H -4.53380 -3.83118 -5.70987
H -6.04947 -3.13760 -5.12420
H -5.29658 -4.72075 -3.47694
H -5.16528 -3.07383 -2.83244
H -2.80908 -3.20422 -3.58363
H -1.93911 -4.68309 -1.95318
H -3.56101 -5.30218 -1.69782
H -2.96690 -3.83089 0.08005
H -4.25281 -3.03459 -0.80580
H -3.91867 -1.12115 -1.79419
H -2.48720 -1.28862 -2.83982
H -2.42599 -0.24568 -1.41702
C -3.06418 3.81553 4.73665
O -1.86839 4.51193 5.03818
C -1.19093 4.03327 6.19439
C 0.14470 3.44053 5.80960
N -0.03504 2.20021 5.06145
C 1.18336 1.67288 4.46860
C 1.85179 2.49811 3.37628
O 1.08068 2.59981 2.17671
C 0.13618 3.67568 2.14768
H -3.53671 4.32756 3.90079
H -2.87061 2.77557 4.44848
H -3.75263 3.82538 5.58526
H -1.80050 3.30545 6.73523
H -1.02006 4.88527 6.85722
H 0.72366 3.23175 6.71257
H 0.68401 4.20232 5.22849
H -0.71345 2.36101 4.32859
H 0.94242 0.69436 4.04402
H 1.91485 1.50016 5.26281
H 2.77514 1.97793 3.09975
H 2.14375 3.49520 3.71884
H 0.48871 4.53143 2.72319
H -0.83627 3.35813 2.52291
H 0.00984 3.97963 1.10849

Output
gap between HOMO and LUMO	7.666	eV
total energy	-2072.88513	a.u.
molar mass	513.6	g mol⁻¹
charge	+1

Atomic partial charges in e from the Mulliken method, atoms 1 to 2: C -0.92; S 1.20


Density functional theory data (ωB97M-V with the def2-TZVPD basis set) for a molecular structure, C7H6 at a distorted geometry.

Positions of all 13 atoms, in Å:
C -2.20356 -0.06368 0.03372
C -1.55458 -1.12549 -0.07263
C -1.64253 1.24322 0.03240
C -0.26721 1.29175 -0.09878
C 0.60027 0.13421 -0.11101
C 1.91169 -0.05450 -0.01440
C -0.17145 -1.60783 0.00362
H -2.18510 2.20014 0.08964
H 0.07782 2.29681 -0.06662
H 2.37351 -0.97742 0.28614
H 2.49024 0.87030 0.06689
H 0.28321 -2.06779 0.81531
H 0.28768 -2.13973 -0.96429

Output
gap between HOMO and LUMO	8.281	eV
total energy	-270.11161	a.u.
molar mass	90.1	g mol⁻¹
ΔE to the lowest compared entry with this formula, charge and spin	78.1	kcal per mole

Atomic partial charges in e from the natural (NBO) method, atoms 1 to 2: C -0.12; C 0.07


Density functional theory data (ωB97M-V with the def2-TZVPD basis set) for 3 unconnected molecules or ions with the total composition C28H67N9O5P3 at a distorted geometry.

Positions of all 112 atoms, in Å:
C -3.50005 1.79049 -1.92523
C -3.36378 2.21002 -0.64590
C -3.59458 1.34245 0.54896
N -2.45134 0.44989 0.81690
C -1.07583 0.69961 0.69351
P -0.37021 2.29693 0.04489
O 1.13750 1.95492 -0.44395
O -0.22948 3.27389 1.35972
C -0.42819 -0.42594 1.10366
C 1.06351 -0.59127 1.16349
C 1.60924 -1.59250 2.19348
C 1.06148 -1.37011 3.61463
C 2.13032 -1.53159 4.72081
C 1.67904 -2.52312 5.79751
N -1.40136 -1.35212 1.43110
N -1.14673 -2.65666 1.83778
C -1.62916 -3.70326 0.91940
C -1.47311 -3.35587 -0.55394
C -2.20370 -4.40995 -1.41361
C -2.59720 -0.77679 1.27225
C -3.91461 -1.41975 1.56887
O -4.52284 -0.61491 2.55890
C -5.74173 -1.17691 3.03087
H -2.67325 1.93003 -2.61489
H -4.42613 1.36233 -2.30311
H -3.07978 3.24491 -0.47165
H -4.50669 0.75751 0.42605
H -3.74632 1.95820 1.43690
H 1.83469 2.19906 0.18374
H -0.85277 2.99429 2.04227
H 1.46949 -0.76317 0.16592
H 1.44491 0.37577 1.49368
H 2.68539 -1.43288 2.23718
H 1.38112 -2.60766 1.87951
H 0.54730 -0.40895 3.71828
H 0.30632 -2.12521 3.83898
H 2.31527 -0.58300 5.22537
H 3.05150 -1.92172 4.28884
H 1.63596 -3.53194 5.38290
H 0.70872 -2.25553 6.21882
H 2.38974 -2.55429 6.62397
H -1.45785 -2.78617 2.79106
H -2.66841 -3.99227 1.10255
H -1.01736 -4.58683 1.10923
H -0.42448 -3.37262 -0.85245
H -1.90097 -2.38741 -0.81721
H -2.57096 -3.95502 -2.33217
H -1.52870 -5.21287 -1.70322
H -3.06678 -4.83206 -0.89893
H -4.53167 -1.51164 0.66996
H -3.70747 -2.39284 2.02094
H -6.30769 -1.67468 2.24108
H -6.34829 -0.35452 3.40508
H -5.56691 -1.85555 3.86848
O -2.62513 5.57906 -2.41922
P -2.58777 6.90921 -3.10522
N -2.01765 7.97023 -1.87706
C -2.86734 8.27160 -0.73758
C -0.67930 7.59564 -1.43738
N -4.23897 7.12451 -3.46252
C -4.99783 8.30877 -3.12945
C -5.08067 5.93610 -3.46907
N -2.12128 7.94003 -4.42550
C -1.67030 7.17234 -5.60010
C -1.28500 9.12713 -4.25727
H -2.31584 8.89739 -0.03360
H -3.20874 7.37297 -0.20489
H -3.73572 8.85457 -1.03348
H -0.03466 7.39566 -2.29914
H -0.68524 6.69530 -0.81044
H -0.22502 8.41644 -0.87897
H -5.40557 8.25836 -2.11249
H -5.83866 8.42428 -3.81880
H -4.39466 9.21257 -3.22467
H -5.40196 5.64435 -2.45953
H -4.55820 5.09162 -3.90989
H -5.96974 6.12415 -4.07477
H -0.68006 6.73029 -5.45018
H -1.63668 7.81029 -6.48249
H -2.37661 6.36376 -5.80784
H -0.26038 8.90604 -3.94039
H -1.73062 9.81870 -3.55060
H -1.23543 9.63727 -5.22143
O 4.86605 -4.87048 2.27398
P 5.37934 -5.38332 0.96470
N 4.20214 -4.79823 -0.15397
C 2.86242 -5.35407 -0.13959
C 4.15967 -3.34502 -0.14759
N 5.30128 -7.06085 1.22181
C 4.65239 -7.99121 0.32673
C 5.25200 -7.52338 2.60408
N 6.62996 -5.57769 -0.22721
C 7.96654 -5.27154 0.31502
C 6.52157 -5.07311 -1.59443
H 2.24143 -4.81426 -0.85987
H 2.38071 -5.29254 0.84812
H 2.85945 -6.39146 -0.46608
H 5.16921 -2.92487 -0.18726
H 3.67099 -2.96168 0.75607
H 3.62792 -2.97361 -1.02805
H 3.58086 -8.08489 0.54412
H 5.09854 -8.98421 0.42577
H 4.77830 -7.69943 -0.71720
H 4.23991 -7.47456 3.02595
H 5.90564 -6.93009 3.23645
H 5.59893 -8.55744 2.65225
H 8.11798 -4.19718 0.45989
H 8.74282 -5.64598 -0.35112
H 8.09723 -5.76726 1.28062
H 6.49383 -3.98017 -1.66295
H 5.64653 -5.47950 -2.09024
H 7.39634 -5.42129 -2.14721

Output
gap between HOMO and LUMO	7.443	eV
total energy	-2999.78741	a.u.
molar mass	702.8	g mol⁻¹
charge	+1

Atomic partial charges in e from the Mulliken method, atoms 1 to 2: C -0.78; C -0.43


Density functional theory data (ωB97M-V with the def2-TZVPD basis set) for a molecular structure, C8H10N9SSc at a distorted geometry.

Positions of all 29 atoms, in Å:
Sc -0.19982 0.39480 -0.80004
N -2.47888 -0.52115 -4.58802
C -1.89869 -0.41632 -3.40963
S -0.67973 0.84680 -3.22084
N -2.24727 -1.24721 -2.44266
N -1.63560 -1.14816 -1.27314
C -1.96729 -1.95671 -0.30412
C -1.22146 -1.88325 0.93608
C -1.34933 -2.84169 1.94333
C -0.53125 -2.77008 3.05930
C 0.37268 -1.71998 3.15835
C 0.43461 -0.78609 2.13819
N -0.32873 -0.85168 1.03675
H -2.21842 0.10777 -5.33595
H -3.18348 -1.23038 -4.74457
H -2.75556 -2.69024 -0.45411
H -2.06108 -3.64528 1.83183
H -0.59774 -3.50990 3.84269
H 1.01404 -1.62148 4.01821
H 1.12791 0.04919 2.18345
N 3.39693 3.37220 1.65595
N 2.63086 3.02174 0.64648
N 2.75041 3.57518 -0.53144
C 1.87331 2.93969 -1.27492
N 1.22633 2.00397 -0.55151
N 1.73435 2.07576 0.68867
H 3.96013 4.20316 1.51823
H 3.13314 3.09711 2.59022
H 1.69963 3.15221 -2.31678

Output
gap between HOMO and LUMO	6.775	eV
total energy	-1962.03252	a.u.
molar mass	309.3	g mol⁻¹
charge	+2

Atomic partial charges in e from the natural (NBO) method, atoms 1 to 2: Sc 1.98; N -0.72


What is the molar mass in the third record? 90.1 g mol⁻¹


Copy entry 3 word for word.
Density functional theory data (ωB97M-V with the def2-TZVPD basis set) for a molecular structure, C7H6 at a distorted geometry.

Positions of all 13 atoms, in Å:
C -2.20356 -0.06368 0.03372
C -1.55458 -1.12549 -0.07263
C -1.64253 1.24322 0.03240
C -0.26721 1.29175 -0.09878
C 0.60027 0.13421 -0.11101
C 1.91169 -0.05450 -0.01440
C -0.17145 -1.60783 0.00362
H -2.18510 2.20014 0.08964
H 0.07782 2.29681 -0.06662
H 2.37351 -0.97742 0.28614
H 2.49024 0.87030 0.06689
H 0.28321 -2.06779 0.81531
H 0.28768 -2.13973 -0.96429

Output
gap between HOMO and LUMO	8.281	eV
total energy	-270.11161	a.u.
molar mass	90.1	g mol⁻¹
ΔE to the lowest compared entry with this formula, charge and spin	78.1	kcal per mole

Atomic partial charges in e from the natural (NBO) method, atoms 1 to 2: C -0.12; C 0.07


Which formula does entry 4 have? C28H67N9O5P3